[1]
Computed, not measured: a cluster of 2 separate species, C4H13N2O in total at a distorted geometry, with ωB97M-V/def2-TZVPD.

Summary:
- net charge = +1
- HOMO (eV) = -13.94
- HOMO-LUMO gap (hartree) = 0.39907
- ΔE to the lowest compared entry with this formula, charge and spin (kJ/mol) = 323.5

```
20
C4H13N2O ωB97M-V/def2-TZVPD
C -1.9334 0.7102 0.3379
C 0.5215 -2.2147 1.8503
C 0.3084 -1.5188 0.7487
C -0.5977 1.3875 0.7692
N 0.5240 -0.0586 0.7220
N 1.2003 0.3371 -2.0828
O -0.0286 2.2541 -0.0874
H -2.5590 0.9006 1.2121
H -1.7630 -0.3583 0.2405
H -2.4539 1.2465 -0.4609
H 0.8005 -1.8968 2.8567
H 0.6643 -3.2992 1.8742
H -0.0374 -1.9187 -0.1733
H -0.4755 1.5352 1.8189
H 0.8033 0.0839 -0.2953
H 1.2060 0.1879 1.4341
H 1.6197 1.1929 -2.3124
H 0.6400 0.2527 -3.0010
H 1.8577 -0.3672 -2.1132
H -0.3605 1.9131 -0.9496
```

Atom charges from the natural (NBO) analysis, given in e for atoms 1 to 4: -0.6952 -0.3559 -0.0759 0.3765



[2]
Computed, not measured: a cluster of 2 separate species, C4H13N2O in total at a distorted geometry, with ωB97M-V/def2-TZVPD.

Summary:
- net charge = +1
- HOMO (eV) = -12.65
- HOMO-LUMO gap (hartree) = 0.34388
- ΔE to the lowest compared entry with this formula, charge and spin (kJ/mol) = 234.2

```
20
C4H13N2O ωB97M-V/def2-TZVPD
C 0.2547 2.6106 0.8895
C 1.0291 1.7495 -0.0580
C 0.3024 0.4213 -0.3736
C 1.0426 -0.6993 -0.1757
N 0.6956 -2.0533 -0.4849
N -0.9545 0.6546 -0.7894
H -0.6219 2.3150 1.4596
H 0.1198 3.6058 0.4972
H 0.9638 2.9353 1.6889
H 2.0871 1.5172 -0.0200
H 1.0603 2.3942 -1.0341
H 2.1055 -0.5521 0.0487
H 1.0318 -2.7363 0.2007
H -0.3365 -2.2230 -0.5227
H 1.0715 -2.3992 -1.3805
H -1.5808 -0.1254 -0.8696
H -1.4772 1.5158 -0.8170
H -1.7702 -2.2291 1.6789
H -2.5856 -1.7296 0.4296
O -1.7426 -2.0906 0.7247
```

Atom charges from the natural (NBO) analysis, given in e for atoms 1 to 4: -0.6705 -0.4337 0.2766 -0.2711



[3]
Computed, not measured: a cluster of 2 separate species, C4H13N2O in total at a distorted geometry, with ωB97M-V/def2-TZVPD.

Summary:
- net charge = +1
- HOMO (eV) = -12.85
- HOMO-LUMO gap (hartree) = 0.34654
- ΔE to the lowest compared entry with this formula, charge and spin (kJ/mol) = 268.5

```
20
C4H13N2O ωB97M-V/def2-TZVPD
C -1.6620 0.9998 0.4299
C -0.1202 1.3969 0.3682
C 0.6555 0.2377 0.8930
C 1.2558 -0.5521 0.0078
N 1.8884 -1.8218 0.4498
N -1.8140 -0.0868 1.4301
H -1.9788 0.6313 -0.5482
H -2.2328 1.9229 0.6124
H 0.0566 2.3625 0.8627
H 0.0381 1.7244 -0.6716
H 0.8070 0.1732 1.9635
H 1.3036 -0.2822 -1.0421
H 1.0941 -2.4443 0.6431
H 2.3247 -2.2687 -0.3590
H 2.5894 -1.7539 1.1862
H -1.7900 0.2729 2.3794
H -2.7475 -0.4714 1.3105
H -0.0564 0.6916 -3.1898
H 0.4326 -0.4901 -3.7600
O -0.0442 -0.2417 -2.9660
```

Atom charges from the natural (NBO) analysis, given in e for atoms 1 to 4: -0.2052 -0.4729 -0.0799 -0.1463